C8H9FN | the ωB97M-V functional and the def2-TZVPD basis

Last column: Löwdin charge in e.
Geometry (Å):
C (2.5553, 1.8322, -0.6623)  0.08
C (1.3842, 1.3738, -0.7401)  -0.28
F (0.2573, 2.0033, -0.3480)  0.05
C (0.9486, -0.2207, -1.3041)  0.08
N (-0.1245, -0.5713, -0.3362)  -0.07
C (-1.2699, 0.0554, -0.5156)  -0.03
C (-2.2957, -0.0459, 0.4033)  0.03
C (-2.0149, -0.8173, 1.5175)  -0.03
C (-0.8735, -1.5477, 1.5881)  -0.02
C (0.1262, -1.3470, 0.6781)  -0.02
H (2.6610, 2.8741, -0.1044)  0.15
H (3.4146, 1.3122, -1.0349)  0.08
H (1.7271, -0.8461, -1.0782)  0.09
H (0.6517, -0.1751, -2.2683)  0.09
H (-1.3980, 0.6486, -1.4468)  0.17
H (-3.1466, 0.5692, 0.2053)  0.13
H (-2.8326, -0.8631, 2.2391)  0.14
H (-0.8037, -2.2647, 2.5724)  0.20
H (1.0332, -1.9698, 0.6352)  0.17

Cartesian forces (eV/Å) of the 3 atoms listed first:
2.92 4.03 1.91
-4.09 -4.63 -1.67
0.64 0.23 0.08

Calculated values
Orbital gap in eV: 9.98
Net charge: +1
SMILES: C=C(F)C[n+]1ccccc1
ΔE to the lowest compared entry with this formula, charge and spin in kJ/mol: 39.7
E_LUMO in hartree: -0.1570

=====

C8H9FO4P | the ωB97M-V functional and the def2-TZVPD basis

Last column: Löwdin charge in e.
Geometry (Å):
C (1.9783, -0.6817, -0.1346)  -0.02
C (2.7280, 1.5961, 0.2228)  0.03
C (3.2990, -1.0934, -0.2104)  0.03
C (3.9992, 1.1405, 0.2729)  0.03
C (1.7293, 0.6560, 0.0053)  -0.20
C (4.3050, -0.1730, -0.0249)  -0.19
C (-2.4983, -1.0921, 0.5102)  -0.14
C (-3.0440, 0.4028, 0.4432)  -0.08
O (-1.1257, -1.0202, 0.1984)  -0.11
O (-2.0777, 1.1463, -0.3420)  -0.11
O (-0.6932, -0.0898, -2.1360)  0.03
O (0.3301, 1.0674, 0.0335)  -0.02
F (5.6403, -0.5735, -0.1216)  0.06
P (-0.7859, 0.3077, -0.6306)  0.56
H (1.2939, -1.5140, -0.1746)  0.12
H (2.5323, 2.5813, 0.3806)  0.11
H (3.6368, -2.0824, -0.3749)  0.13
H (4.7515, 1.7690, 0.5211)  0.11
H (-2.4947, -1.6515, 1.3959)  0.12
H (-3.1406, -1.5844, -0.1559)  0.11
H (-4.0153, 0.6162, -0.1946)  0.19
H (-2.9957, 0.6584, 1.5132)  0.14
H (0.1024, 0.0656, -2.6432)  0.13

Cartesian forces (eV/Å) of the 3 atoms listed first:
0.88 -0.91 -0.29
-1.32 -2.46 -0.37
1.20 0.74 0.14

Calculated values
Orbital gap in eV: 10.06
Net charge: +1
E_LUMO in hartree: -0.1167

=====

C8H9IN2O | the ωB97M-V functional and the def2-TZVPD basis

Last column: Löwdin charge in e.
Geometry (Å):
C (1.2625, -1.2667, 1.0449)  -0.03
C (2.5487, -1.3816, 0.7058)  0.03
C (0.3514, -0.4970, 0.1954)  -0.21
C (0.9529, 0.3232, -0.8295)  -0.30
C (3.1471, -0.7254, -0.4755)  -0.46
C (0.2785, 1.2566, -1.5209)  0.09
C (-0.9989, -0.4997, 0.5267)  0.12
C (-3.2015, 0.9584, 1.0018)  -0.36
N (2.2495, 0.0177, -1.1667)  0.13
N (-2.5492, 0.7733, -0.2276)  -0.69
O (4.2023, -1.1178, -0.9744)  0.05
I (-3.3623, -0.2556, -1.7016)  0.78
H (0.8043, -1.8975, 1.7502)  0.10
H (3.2550, -1.7678, 1.4257)  0.12
H (0.6586, 1.8040, -2.2858)  0.03
H (-0.6588, 1.6403, -1.0072)  0.07
H (-1.4245, -0.8812, 1.4375)  0.06
H (-3.8840, 1.8958, 0.7883)  0.11
H (-3.8418, 0.1144, 1.4657)  0.08
H (-2.4357, 1.0175, 1.8509)  0.08
H (2.6459, 0.4891, -2.0036)  0.18

Cartesian forces (eV/Å) of the 3 atoms listed first:
0.04 -0.07 -1.97
0.64 1.06 1.57
-3.33 0.36 1.60

Calculated values
Orbital gap (spin up / spin down) in eV: 7.79 / 7.79
ΔE to the lowest compared entry with this formula, charge and spin in kJ/mol: 367.3
E_LUMO (spin up / spin down) in hartree: -0.0259 / -0.0258

=====

C8H9IO4 | the ωB97M-V functional and the def2-TZVPD basis

Last column: Löwdin charge in e.
Geometry (Å):
C (-1.5498, 1.1217, -2.2076)  0.00
C (-2.0159, -0.1029, -2.2067)  -0.19
C (-2.2274, -0.9207, -0.9739)  0.04
C (-1.1848, -1.6612, -0.4404)  -0.38
O (-1.5269, -2.6244, 0.4613)  -0.57
I (-0.8970, -2.4727, 2.4628)  0.91
C (0.1897, -1.7949, -1.0256)  -0.14
O (0.7386, -0.6886, -1.7055)  0.06
C (1.3258, -0.9872, -0.4932)  -0.16
C (1.1477, -0.1097, 0.6864)  -0.50
O (0.3249, 0.7788, 0.7622)  0.10
O (1.9981, -0.3856, 1.6680)  -0.07
C (1.8301, 0.3593, 2.9014)  -0.04
H (-1.6605, 1.9803, -2.9670)  0.09
H (-1.1215, 1.4719, -1.2401)  0.06
H (-2.3433, -0.3968, -3.1569)  0.08
H (-3.2586, -0.8881, -0.6154)  0.13
H (0.3409, -2.7366, -1.4569)  0.14
H (2.3595, -1.3327, -0.4614)  0.16
H (1.8139, -0.4636, 3.5677)  0.06
H (0.8695, 0.8457, 2.7959)  0.07
H (2.6404, 1.2594, 3.1565)  0.16

Cartesian forces (eV/Å) of the 3 atoms listed first:
0.55 3.08 1.40
-0.23 0.53 0.29
2.71 -0.73 -0.38

Calculated values
Orbital gap (spin up / spin down) in eV: 7.43 / 7.43
SMILES: C=C/C=C(/OI)[C@H]1O[C@H]1C(=O)OC
E_LUMO (spin up / spin down) in hartree: -0.0561 / -0.0561

=====

C8H9N | the ωB97M-V functional and the def2-TZVPD basis

Last column: Löwdin charge in e.
Geometry (Å):
C (2.0504, 0.4415, 2.6238)  0.13
C (1.4184, 0.5040, 1.5220)  -0.07
C (0.3246, 0.2784, 0.6668)  -0.44
C (-0.1344, -1.1626, 0.2482)  -0.05
C (-0.5687, -0.6996, -1.2003)  -0.47
C (-1.6939, 0.0656, -0.6321)  -0.11
C (-0.7884, 1.1619, 0.1512)  -0.03
C (0.4635, 0.9336, -0.5797)  -0.28
H (2.6162, 0.1913, 3.5669)  0.05
H (-0.7312, -1.6535, 1.2838)  0.21
H (0.8696, -1.5708, 0.1448)  0.09
H (-0.9002, -1.6580, -1.8114)  0.18
H (-2.5565, -0.4486, -0.2190)  0.12
H (-2.2679, 0.3803, -1.4634)  0.09
H (-1.1328, 2.1922, 0.3364)  0.15
H (1.3747, 1.6812, -0.9155)  0.21
H (1.2384, -0.6676, -1.9461)  0.17
N (0.4181, 0.0309, -1.7765)  0.06

Cartesian forces (eV/Å) of the 3 atoms listed first:
-1.61 -0.39 -3.40
2.31 -0.68 7.73
-0.37 -1.19 0.61

Calculated values
Orbital gap in eV: 9.67
ΔE to the lowest compared entry with this formula, charge and spin in kJ/mol: 658.7
E_LUMO in hartree: 0.0332

=====

C8H9N | the ωB97M-V functional and the def2-TZVPD basis

Last column: Löwdin charge in e.
Geometry (Å):
C (0.6282, 0.6162, 1.6964)  -0.02
C (0.6480, 0.8319, -1.2726)  -0.16
C (-0.3945, -0.2888, 1.1762)  -0.19
C (0.3778, -0.6717, -1.2926)  -0.10
C (-1.4240, 0.1633, 0.1521)  -0.12
C (1.2843, 1.5680, 0.9243)  -0.13
C (-0.6012, -1.6344, 0.8081)  0.02
C (-0.9667, -1.1229, -0.5589)  -0.27
N (1.0919, 1.6719, -0.4213)  0.03
H (0.9122, 0.5307, 2.7390)  0.09
H (0.4490, 1.2922, -2.2390)  0.11
H (0.3304, -0.9757, -2.3412)  0.10
H (1.2157, -1.1968, -0.8288)  0.12
H (-2.4283, 0.0810, 0.5646)  0.11
H (-1.3377, 1.1105, -0.3741)  0.10
H (2.0040, 2.2452, 1.3487)  0.09
H (-0.1629, -2.5503, 1.1516)  0.09
H (-1.6262, -1.6705, -1.2326)  0.12

Cartesian forces (eV/Å) of the 3 atoms listed first:
0.67 0.53 0.25
0.22 -0.13 -0.25
-0.67 -0.74 -0.52

Calculated values
Orbital gap in eV: 8.53
ΔE to the lowest compared entry with this formula, charge and spin in kJ/mol: 376.5
E_LUMO in hartree: 0.0143

=====

C8H9N2O | the ωB97M-V functional and the def2-TZVPD basis

Last column: Löwdin charge in e.
Geometry (Å):
C (3.4862, 0.2499, -0.5684)  0.16
C (2.3334, 0.5840, -0.1639)  0.00
N (1.1900, 1.0977, -0.0473)  0.22
C (0.0123, 0.4036, 0.3602)  -0.29
N (-0.7747, 1.3283, 1.0967)  0.14
C (-1.9667, 1.2471, 0.7485)  -0.09
C (-2.3290, 0.2873, -0.3544)  -0.09
C (-1.0558, -0.4838, -0.5246)  -0.20
C (-0.8280, -1.6579, 0.3180)  -0.05
C (0.4685, -1.0882, 0.8054)  -0.23
O (1.6198, -1.3603, 0.9276)  0.16
H (3.5563, -0.0849, -1.5068)  0.07
H (4.5318, 0.1908, -0.1484)  0.15
H (1.2080, 2.0395, -0.2128)  0.16
H (-2.7552, 1.8128, 1.3104)  0.15
H (-3.0881, -0.4031, -0.0232)  0.13
H (-2.6931, 0.7591, -1.2304)  0.12
H (-0.5677, -0.5522, -1.5656)  0.19
H (-1.5939, -1.8093, 1.0798)  0.15
H (-0.7542, -2.5602, -0.3007)  0.15

Cartesian forces (eV/Å) of the 3 atoms listed first:
2.44 0.77 3.01
0.42 0.21 -0.29
1.17 -2.79 -0.27

Calculated values
Orbital gap in eV: 9.47
Net charge: +1
SMILES: C=C=[NH+][C@@]12N=CC[C@@H]1CC2=O
ΔE to the lowest compared entry with this formula, charge and spin in kJ/mol: 406.3
E_LUMO in hartree: -0.1560

=====

C8H9N2O | the ωB97M-V functional and the def2-TZVPD basis

Last column: Löwdin spin population.
Geometry (Å):
C (-2.2064, 1.4410, 2.0247)  -0.01
C (-1.3074, 2.3049, 1.3299)  0.10
C (-2.7391, 0.4268, 1.3370)  0.07
C (-1.0709, 2.2520, -0.0551)  0.14
C (-2.6329, 0.3342, -0.1157)  0.16
C (-1.7647, 1.2234, -0.5538)  0.66
C (2.0200, -2.8779, -0.4300)  0.01
C (2.3624, -1.7294, -1.0230)  0.05
N (1.9892, 0.5389, -1.2544)  0.30
N (1.7148, -0.5272, -0.8499)  0.38
O (3.3820, -1.6652, -1.8938)  0.02
H (-2.4337, 1.5365, 3.0607)  0.00
H (-0.8935, 3.1031, 1.9011)  0.01
H (-3.2008, -0.4016, 1.8652)  0.01
H (-0.5761, 3.0119, -0.5919)  0.01
H (-3.0303, -0.4744, -0.7023)  0.02
H (2.3679, -3.8056, -0.8837)  0.00
H (1.2648, -2.7166, 0.3408)  0.00
H (2.9837, 0.5147, -1.7117)  0.07
H (3.7708, -2.4894, -1.7941)  0.00

Cartesian forces (eV/Å) of the 3 atoms listed first:
1.83 1.29 -0.96
-0.70 0.74 0.79
-1.44 -2.50 -1.87

Calculated values
Orbital gap (spin up / spin down) in eV: 5.08 / 3.39
Net charge: +1
ΔE to the lowest compared entry with this formula, charge and spin in kJ/mol: 336.7
E_LUMO (spin up / spin down) in hartree: -0.2240 / -0.3172
Multiplicity: 3

=====

C8H9N2O2 | the ωB97M-V functional and the def2-TZVPD basis

Last column: Löwdin charge in e.
Geometry (Å):
C (-1.5168, -1.6871, -0.7090)  0.01
C (0.2098, -1.3240, -0.2855)  -0.51
N (0.9313, -1.9689, -1.4073)  0.09
O (0.4648, -1.8932, 0.9086)  0.01
N (0.2404, -0.6900, 1.9058)  -0.19
O (0.3574, -0.9462, 3.1392)  -0.14
C (0.1452, 0.3882, 1.2138)  -0.20
C (-0.1124, 1.7229, 1.6744)  -0.02
C (0.0103, 2.7113, 0.7311)  -0.13
C (0.2994, 2.4520, -0.6233)  -0.16
C (0.4067, 1.1678, -1.1122)  -0.08
C (0.2661, 0.1424, -0.2044)  -0.13
H (-1.4845, -1.3913, -1.7415)  0.03
H (-1.9923, -1.1279, 0.0013)  0.01
H (-1.7289, -2.7777, -0.7756)  0.05
H (1.7449, -1.5027, -1.7368)  0.05
H (1.2948, -2.8732, -1.2285)  0.05
H (-0.3921, 1.8479, 2.6491)  0.06
H (-0.2402, 3.6517, 1.1140)  0.07
H (0.4567, 3.1386, -1.3937)  0.05
H (0.6392, 0.9592, -2.1198)  0.09

Cartesian forces (eV/Å) of the 3 atoms listed first:
4.45 -1.74 -1.31
-2.84 -2.22 -3.76
-0.49 0.69 -0.14

Calculated values
Orbital gap in eV: 5.77
Net charge: -1
SMILES: C[C@]1(N)ON([O-])c2ccccc21
ΔE to the lowest compared entry with this formula, charge and spin in kJ/mol: 397.9
E_LUMO in hartree: 0.1414

=====

C8H9N2O2 | the ωB97M-V functional and the def2-TZVPD basis

Last column: Löwdin charge in e.
Geometry (Å):
N (1.4328, 2.5516, -0.0053)  0.28
C (1.7149, 1.3313, -0.3126)  -0.19
C (1.1302, 0.6184, -1.4080)  0.00
C (0.2600, -0.3098, -0.4123)  -0.20
C (0.5893, -1.5628, 0.1442)  -0.02
C (-0.4008, -2.2818, 0.8330)  -0.06
C (-1.6705, -1.8551, 0.9934)  -0.08
C (-1.9389, -0.5679, 0.6325)  -0.07
C (-0.9743, 0.2301, -0.0196)  -0.04
N (2.6852, 0.5514, 0.5770)  -0.33
O (3.3727, -0.1773, -0.0753)  0.16
O (2.6643, 0.8130, 1.7492)  0.17
H (0.5943, 3.0575, -0.4329)  0.20
H (1.8460, 3.0243, 0.8197)  0.18
H (1.7709, -0.0803, -1.9059)  0.13
H (0.4251, 1.3164, -2.0091)  0.18
H (1.6623, -1.8633, -0.0666)  0.14
H (0.0822, -3.2106, 1.1476)  0.13
H (-2.3837, -2.3621, 1.6816)  0.14
H (-3.0207, -0.1796, 0.6487)  0.15
H (-1.2572, 1.2883, -0.3564)  0.13

Cartesian forces (eV/Å) of the 3 atoms listed first:
-1.06 1.27 0.66
0.11 0.43 -0.07
-2.35 -0.22 0.96

Calculated values
Orbital gap in eV: 7.64
Net charge: +1
SMILES: [NH2+]=C(Cc1ccccc1)[N+](=O)[O-]
ΔE to the lowest compared entry with this formula, charge and spin in kJ/mol: 501.2
E_LUMO in hartree: -0.2099

=====

What did the eighth record say?
C8H9N2O | the ωB97M-V functional and the def2-TZVPD basis

Last column: Löwdin spin population.
Geometry (Å):
C (-2.2064, 1.4410, 2.0247)  -0.01
C (-1.3074, 2.3049, 1.3299)  0.10
C (-2.7391, 0.4268, 1.3370)  0.07
C (-1.0709, 2.2520, -0.0551)  0.14
C (-2.6329, 0.3342, -0.1157)  0.16
C (-1.7647, 1.2234, -0.5538)  0.66
C (2.0200, -2.8779, -0.4300)  0.01
C (2.3624, -1.7294, -1.0230)  0.05
N (1.9892, 0.5389, -1.2544)  0.30
N (1.7148, -0.5272, -0.8499)  0.38
O (3.3820, -1.6652, -1.8938)  0.02
H (-2.4337, 1.5365, 3.0607)  0.00
H (-0.8935, 3.1031, 1.9011)  0.01
H (-3.2008, -0.4016, 1.8652)  0.01
H (-0.5761, 3.0119, -0.5919)  0.01
H (-3.0303, -0.4744, -0.7023)  0.02
H (2.3679, -3.8056, -0.8837)  0.00
H (1.2648, -2.7166, 0.3408)  0.00
H (2.9837, 0.5147, -1.7117)  0.07
H (3.7708, -2.4894, -1.7941)  0.00

Cartesian forces (eV/Å) of the 3 atoms listed first:
1.83 1.29 -0.96
-0.70 0.74 0.79
-1.44 -2.50 -1.87

Calculated values
Orbital gap (spin up / spin down) in eV: 5.08 / 3.39
Net charge: +1
ΔE to the lowest compared entry with this formula, charge and spin in kJ/mol: 336.7
E_LUMO (spin up / spin down) in hartree: -0.2240 / -0.3172
Multiplicity: 3